# 1
{
  "formula": "C20H33Cl2MgN4O3",
  "method": "ωB97M-V/def2-TZVPD",
  "charge": -1,
  "energy_ha": -2347.24851,
  "lumo_energy_ev": 1.971,
  "species": ["O", "C", "C", "C", "H", "C", "H", "C", "H", "C", "H", "C", "H", "H", "C", "C", "H", "H", "H", "C", "C", "H", "H", "H", "H", "Mg", "Cl", "Cl", "C", "O", "N", "C", "C", "H", "H", "H", "H", "H", "H", "H", "H", "H", "C", "C", "N", "H", "C", "O", "H", "H", "H", "H", "C", "N", "C", "C", "N", "H", "H", "H", "H", "H", "H"],
  "xyz": [[2.950909, 0.717040, -2.775136], [1.930022, 1.427524, -3.090104], [1.875055, 2.821119, -2.461681], [1.534921, 3.006818, -1.126739], [1.243082, 2.135475, -0.528906], [1.551624, 4.306804, -0.593331], [1.261118, 4.435018, 0.451909], [1.938634, 5.390043, -1.395344], [1.964528, 6.400826, -0.982112], [2.298623, 5.175658, -2.733213], [2.600334, 6.006222, -3.374300], [2.287164, 3.884513, -3.256147], [2.580545, 3.668279, -4.284725], [1.805349, 1.525669, -4.199052], [0.259074, -0.674350, -3.572397], [0.249815, 0.628326, -2.881114], [-0.038023, -0.579688, -4.638243], [-0.443915, -1.390229, -3.104947], [1.281300, -1.075646, -3.556183], [-0.765665, 1.493573, -2.761907], [-2.202582, 1.248985, -3.109795], [-0.568767, 2.507619, -2.419923], [-2.580295, 2.050795, -3.764892], [-2.804743, 1.262002, -2.187036], [-2.328090, 0.265475, -3.588902], [-1.332572, -0.547925, -0.525566], [-1.334103, 1.555019, 0.378514], [-2.706501, -1.793658, -1.880705], [-3.235074, -1.450364, 1.609691], [-2.033183, -1.519315, 1.253602], [-3.794426, -2.221868, 2.548518], [-3.153364, -3.460579, 2.972863], [-5.192947, -2.037514, 2.920396], [-3.930102, -0.721260, 1.152928], [-2.069751, -3.329575, 2.977194], [-3.416109, -4.293946, 2.304858], [-3.522411, -3.691391, 3.974348], [-5.431099, -0.969792, 2.865687], [-5.334000, -2.407895, 3.940191], [-5.877283, -2.583358, 2.252701], [2.167396, -4.333647, -0.271316], [4.318538, -2.602793, 0.119646], [1.908034, -3.663074, -1.099844], [3.918286, -2.214523, -0.826644], [2.469157, -2.336588, -0.865032], [0.822923, -3.581367, -1.191912], [1.673721, -1.310682, -0.592793], [0.423638, -1.407637, -0.571482], [4.193710, -1.162353, -0.936236], [2.159895, -0.350645, -0.371668], [2.343629, -4.074387, -2.016417], [4.350364, -2.800462, -1.642778], [-0.723702, 1.054931, 3.819051], [0.485192, 0.260569, 3.631324], [0.911629, -0.639628, 4.693587], [1.194375, 0.366403, 2.534189], [1.876062, 0.474311, 1.580863], [-0.907167, 1.144017, 4.895146], [-1.580987, 0.573951, 3.328701], [-0.583764, 2.041678, 3.362246], [0.722501, -1.690201, 4.425784], [1.987593, -0.521854, 4.877474], [0.351887, -0.390873, 5.600012]],
  "atomic_forces_ev_per_a": [[0.848, -1.008, 0.848], [-2.174, -0.658, 0.020], [0.198, -0.782, -0.354], [0.107, 0.605, 0.125], [0.073, 0.484, -0.199], [0.125, -0.540, -0.232], [0.099, 0.164, -0.286], [-0.063, -0.134, -0.077], [-0.053, -0.258, -0.095], [0.090, -0.001, 0.160], [-0.053, -0.082, 0.257], [-0.305, 0.282, 0.337], [-0.087, 0.181, 0.198], [-0.213, 0.306, -0.062], [-0.541, -0.934, -0.157], [1.947, 2.882, -0.879], [0.100, 0.027, 0.441], [0.439, 0.083, -0.402], [-0.098, -0.048, 0.078], [0.078, -0.578, -0.089], [-0.183, -0.284, -0.068], [0.075, -0.187, 0.139], [0.050, -0.210, 0.116], [-0.120, 0.036, -0.329], [-0.137, 0.469, 0.099], [0.511, 0.148, -0.041], [-0.461, 0.139, 0.537], [-0.402, -0.264, 0.186], [1.657, 0.333, -0.788], [-1.963, -0.197, 0.657], [-0.091, -0.379, -0.015], [0.003, 0.110, 0.035], [0.014, 0.074, -0.389], [0.323, -0.043, 0.207], [-0.184, -0.036, -0.007], [0.079, 0.224, 0.083], [0.223, -0.054, -0.031], [-0.054, -0.268, 0.119], [-0.008, 0.221, -0.145], [0.183, 0.060, 0.163], [-0.077, 0.059, -0.044], [-0.078, 0.018, -0.091], [0.192, 0.197, -0.022], [-0.122, 0.186, 0.110], [-0.174, -0.517, 0.096], [0.230, -0.023, -0.015], [-0.636, 0.791, -0.245], [0.901, -0.452, 0.202], [-0.077, -0.136, -0.120], [-0.038, -0.435, -0.436], [-0.152, 0.053, 0.058], [-0.062, 0.198, 0.003], [-0.211, 0.025, -0.406], [-0.423, 0.078, 0.994], [0.209, -0.250, -0.327], [1.791, 0.305, -2.292], [-1.248, -0.112, 2.292], [0.037, 0.102, -0.226], [0.108, 0.199, 0.133], [-0.145, -0.240, 0.148], [-0.003, 0.182, 0.149], [-0.239, -0.030, 0.043], [0.185, -0.083, -0.163]]
}

=====

# 2
{
  "formula": "C19H33ClFN9O20S2",
  "method": "ωB97M-V/def2-TZVPD",
  "energy_ha": -4097.03502,
  "smiles": "C[C@@H](Cl)Cc1cc(S)c2c(c1)C(=O)N(S(=O)(=O)F)C2=O.C[N+](=O)[O-].C[N+](=O)[O-].C[N+](=O)[O-].C[N+](=O)[O-].C[N+](=O)[O-].C[N+](=O)[O-].C[N+](=O)[O-].C[N+](=O)[O-]",
  "lumo_energy_ev": -0.957,
  "species": ["C", "C", "Cl", "C", "C", "C", "C", "S", "C", "C", "C", "C", "O", "N", "S", "O", "O", "F", "C", "O", "H", "H", "H", "H", "H", "H", "H", "H", "H", "C", "N", "O", "O", "H", "H", "H", "C", "N", "O", "O", "H", "H", "H", "C", "N", "O", "O", "H", "H", "H", "C", "N", "O", "O", "H", "H", "H", "C", "N", "O", "O", "H", "H", "H", "C", "N", "O", "O", "H", "H", "H", "C", "N", "O", "O", "H", "H", "H", "C", "N", "O", "O", "H", "H", "H"],
  "xyz": [[-4.367367, -0.307978, -0.347274], [-3.030453, -1.016412, -0.603304], [-3.187647, -2.813488, -0.466644], [-2.425709, -0.668319, -1.999021], [-1.010761, -0.152219, -1.754626], [-0.126029, -1.011680, -1.163848], [1.162405, -0.616502, -0.885268], [2.346800, -1.664731, -0.102728], [1.493272, 0.651607, -1.224284], [0.597992, 1.527744, -1.852236], [-0.667372, 1.121077, -2.122014], [1.279767, 2.849456, -2.088225], [1.088360, 3.717786, -2.889335], [2.346617, 2.832477, -1.045594], [1.798991, 3.434528, 0.385781], [2.819205, 3.495909, 1.358551], [1.208786, 4.681599, 0.070242], [0.652642, 2.542361, 0.958837], [2.781289, 1.421221, -1.050392], [3.903476, 1.011845, -1.004423], [-4.898887, -0.044377, -1.257679], [-4.966349, -0.923621, 0.322189], [-4.161476, 0.610866, 0.206993], [-2.350190, -0.689251, 0.176690], [-2.371190, -1.570086, -2.607887], [-2.982556, 0.140274, -2.456962], [-0.463664, -2.005290, -0.907439], [1.561389, -2.308429, 0.786040], [-1.351914, 1.802273, -2.612332], [-3.587640, -6.899541, 1.181400], [-4.003128, -6.128636, -0.021716], [-3.376694, -6.305840, -1.049180], [-4.939225, -5.376155, 0.108177], [-2.743972, -7.525791, 0.916073], [-3.314478, -6.181659, 1.949041], [-4.437101, -7.499942, 1.492638], [3.152662, 4.808168, 4.349788], [2.697789, 4.732564, 5.760033], [2.287411, 5.744578, 6.285968], [2.770794, 3.645849, 6.298295], [3.032223, 5.826340, 3.998063], [4.195777, 4.513438, 4.330012], [2.539407, 4.125105, 3.770619], [3.537130, 3.254707, 9.534481], [4.588943, 2.399480, 10.151030], [5.343504, 1.808482, 9.407880], [4.619214, 2.351852, 11.362178], [3.629738, 3.201030, 8.456649], [2.574292, 2.872905, 9.859997], [3.694134, 4.269694, 9.886956], [7.108919, 2.026458, 4.670146], [6.269907, 3.244292, 4.513342], [5.688087, 3.657072, 5.495400], [6.223044, 3.743712, 3.410295], [7.050482, 1.699040, 5.701847], [6.714342, 1.270900, 3.997315], [8.126073, 2.295797, 4.402152], [-1.224387, 5.917571, -1.834887], [-2.674297, 5.707067, -1.577280], [-3.247930, 6.510382, -0.876456], [-3.184826, 4.732882, -2.092504], [-0.905501, 6.813839, -1.316662], [-0.696841, 5.048123, -1.459628], [-1.095025, 6.021260, -2.908171], [-4.630665, -7.074510, -4.133678], [-3.439432, -6.422522, -4.739314], [-2.615609, -7.129911, -5.278264], [-3.373165, -5.215651, -4.646137], [-4.554429, -8.144118, -4.290205], [-4.628417, -6.831254, -3.074028], [-5.509284, -6.668856, -4.626200], [-1.775374, -0.806553, -6.560280], [-2.413787, -0.771738, -5.216708], [-2.933441, 0.265104, -4.871021], [-2.364168, -1.797300, -4.565449], [-1.894694, 0.165676, -7.023776], [-0.724941, -1.043894, -6.415432], [-2.275051, -1.578902, -7.137587], [-0.527689, -4.335531, -4.548469], [0.688276, -3.996328, -3.760036], [0.817612, -2.841837, -3.403344], [1.459945, -4.895874, -3.515797], [-1.119742, -3.437771, -4.679945], [-0.201493, -4.732243, -5.505457], [-1.076705, -5.079648, -3.985975]],
  "atomic_forces_ev_per_a": [[0.351, -0.241, 0.535], [-0.522, 0.551, -0.734], [0.019, 0.204, 0.117], [0.931, 0.244, 1.726], [-1.893, -0.942, -0.676], [0.132, -0.503, 0.286], [0.341, -1.357, 0.812], [0.435, -0.127, 0.144], [1.369, 2.315, -0.678], [1.045, 0.101, -0.160], [-0.319, 1.138, -0.820], [-1.252, -0.286, -0.307], [0.392, -0.860, 1.121], [0.477, 0.323, 0.122], [1.198, 3.155, 0.410], [0.412, -1.518, 0.183], [-1.087, -0.117, -0.600], [0.249, -0.559, -0.507], [-0.211, -1.989, 0.412], [-0.842, 0.950, 0.185], [-0.118, -0.262, -0.013], [-0.251, 0.056, -0.190], [-0.007, 0.107, -0.191], [0.120, -0.400, 0.118], [-0.303, 0.498, 0.179], [-0.306, -0.284, -0.243], [0.067, -0.122, 0.016], [-0.210, 0.242, -0.380], [-0.207, -0.133, 0.010], [0.211, -0.128, 0.032], [0.070, -0.078, 0.124], [-0.026, -0.023, -0.110], [-0.123, -0.025, -0.061], [-0.007, 0.036, -0.067], [-0.116, 0.018, 0.017], [-0.048, 0.102, 0.048], [-0.137, 0.219, -0.266], [0.084, 0.077, -0.228], [-0.009, 0.012, 0.155], [-0.087, -0.085, 0.100], [-0.072, 0.018, 0.091], [-0.229, 0.006, -0.032], [0.073, -0.081, 0.042], [0.019, 0.015, -0.266], [-0.110, 0.094, -0.088], [0.086, -0.071, 0.001], [0.034, -0.031, 0.096], [0.027, -0.032, 0.017], [0.019, 0.057, 0.106], [-0.056, -0.035, 0.108], [0.026, -0.158, 0.193], [0.204, -0.226, 0.140], [0.202, 0.015, 0.097], [-0.028, 0.089, -0.065], [-0.057, 0.068, 0.008], [0.054, 0.061, -0.092], [-0.036, -0.004, -0.117], [0.091, 0.165, 0.027], [0.156, 0.086, -0.014], [-0.115, 0.012, 0.036], [-0.053, -0.110, -0.010], [-0.069, -0.012, 0.051], [0.010, 0.001, -0.076], [-0.004, -0.141, -0.004], [-0.088, -0.220, 0.073], [-0.200, -0.162, 0.113], [0.122, 0.020, -0.054], [-0.048, 0.142, -0.099], [0.072, 0.018, -0.053], [-0.006, 0.133, -0.064], [0.017, 0.097, 0.055], [0.068, 0.143, -0.155], [0.166, -0.024, -0.344], [-0.093, -0.023, 0.078], [-0.255, 0.123, -0.619], [-0.034, 0.017, 0.069], [-0.027, -0.106, 0.023], [0.057, -0.080, 0.062], [-0.006, 0.156, -0.066], [-0.253, -0.138, -0.189], [0.150, 0.219, 0.095], [0.126, 0.025, 0.070], [0.120, -0.145, 0.090], [0.039, -0.186, 0.084], [0.078, -0.109, -0.040]]
}